Entry 1:
The following is a DFT calculation (ωB97M-V/def2-TZVPD) of a molecular structure, C56H51F8I2NO3P at a distorted geometry.

Computed properties:
Energy relative to the best compared isomer or geometry (same formula, charge and spin) ... 1.072 eV
Charge ... -1
LUMO ... 0.0718 Ha
Kohn-Sham gap ... 5.60 eV

```
122
C56H51F8I2NO3P, DFT ωB97M-V/def2-TZVPD
C 3.94 -2.83 -2.38
H 2.07 2.99 -1.62
C 4.89 4.34 -3.92
H 0.78 -1.81 -0.34
H -6.05 -3.67 3.35
H -5.80 -0.33 0.67
C -3.95 -2.20 12.19
C 0.74 0.99 4.93
H -3.31 -4.08 13.00
H 1.56 1.25 1.68
C -4.33 -3.36 0.46
H 3.41 -2.65 -3.33
C 1.34 1.55 2.69
H -0.71 6.25 -3.02
N 1.25 2.34 -3.80
P 0.95 2.33 -2.22
H -3.46 -0.64 6.06
C -3.95 5.80 -0.96
H -2.86 7.18 -3.86
F 3.17 -4.78 -5.24
H -8.06 0.87 7.06
H -2.70 4.72 0.43
F 3.68 4.88 -3.66
H 4.10 2.36 -4.05
H 2.13 2.82 -3.98
C 6.23 2.42 -4.39
H -0.21 -3.19 -1.00
H 6.32 1.36 -4.55
H 2.81 0.79 -2.56
C -6.29 -0.06 7.84
H -0.23 3.02 -1.88
H 2.51 -6.97 -4.04
C 7.24 4.61 -4.25
C -4.46 -0.31 6.30
C -5.52 -1.34 0.94
C 1.07 3.28 4.35
H -4.95 -2.27 12.58
H 0.43 -1.25 -8.67
C 2.21 0.00 -2.08
C 0.94 0.73 -9.37
O 4.43 -0.78 -0.98
H 7.01 -6.94 -6.09
O 5.63 -1.24 -2.75
C 5.21 -5.83 -5.74
H -4.40 -0.95 8.34
C -1.63 6.13 -2.46
C -2.75 5.27 -0.50
C -1.37 -1.98 11.18
C 0.88 0.61 -1.58
H 1.01 -0.46 3.39
C -0.55 -1.36 -2.04
C -3.57 -1.10 11.45
C 3.50 -6.98 -4.49
C -1.73 -3.10 11.93
C 4.31 -8.10 -4.41
C -3.99 6.49 -2.17
H 4.67 -3.63 -2.53
H 1.10 4.33 4.63
C 4.99 2.98 -4.11
H -4.54 -4.96 1.85
H 0.66 3.56 -7.53
H 1.37 2.79 -9.77
H 2.05 -0.88 -2.72
H -2.02 -0.11 10.35
C 0.61 2.51 -7.79
C 5.99 5.17 -3.99
C 0.35 -2.28 -1.23
H 1.61 3.65 2.31
H -6.70 -0.20 8.83
C 7.35 3.24 -4.45
C 3.07 -0.44 -0.84
H 5.54 -4.94 -6.25
C 3.96 -5.86 -5.15
H 0.51 2.60 6.32
H -4.92 6.90 -2.53
C 1.03 0.59 3.64
I -2.25 -2.33 -2.94
H -4.85 5.68 -0.38
C 0.08 0.26 -7.19
C -6.52 0.73 5.58
H 6.21 -8.96 -4.92
H -0.18 1.92 -5.87
F -4.71 0.47 4.10
H 3.24 -3.11 -1.58
C -7.05 0.54 6.85
C 5.58 -8.09 -4.98
H 5.88 6.23 -3.84
F -0.37 -0.63 -6.29
C 0.14 1.60 -6.85
F -0.45 4.93 -0.81
C -4.82 -3.95 1.61
C -5.67 -3.22 2.44
C 4.73 -1.57 -2.07
C 1.37 2.90 3.05
H -7.09 1.20 4.80
H 3.96 -8.99 -3.89
I -1.81 1.09 -3.30
H 1.25 0.39 -10.35
C -2.83 6.65 -2.92
F -3.50 -4.06 -0.33
C -6.02 -1.92 2.10
C -0.31 -0.04 -2.17
C -4.67 -2.06 0.12
C -3.02 -3.21 12.43
F 0.43 0.05 5.86
C 0.48 -0.19 -8.44
O 2.61 -0.44 0.24
C -4.99 -0.49 7.57
H 8.32 2.80 -4.66
C 0.75 2.32 5.30
H 8.11 5.24 -4.30
H -1.01 -3.88 12.11
C -2.29 -0.98 10.94
H -6.68 -1.36 2.74
C 1.01 2.07 -9.05
C -1.61 5.44 -1.26
H -0.36 -1.90 10.79
H -4.26 -1.62 -0.79
C 6.03 -6.95 -5.64
F -4.47 -0.12 11.22
C -5.23 0.30 5.32
H 1.19 -2.58 -1.89
```



Entry 2:
The following is a DFT calculation (ωB97M-V/def2-TZVPD) of a gas-phase ion, C4H11NP (charge +1) at a distorted geometry.

Computed properties:
Energy relative to the best compared isomer or geometry (same formula, charge and spin) ... 4.116 eV
Charge ... +1
LUMO (spin up / spin down) ... -0.1460 / -0.1460 Ha
Kohn-Sham gap (spin up / spin down) ... 9.02 / 9.01 eV

```
17
C4H11NP, DFT ωB97M-V/def2-TZVPD
H -1.17 -2.00 -0.84
H -0.19 -0.24 -2.58
H -0.87 1.54 -0.70
H 1.49 -1.45 1.77
C -0.53 -0.11 1.22
H 0.70 1.75 -1.48
C 0.05 -0.24 -1.53
H 0.98 -0.91 -1.50
C -1.10 -0.97 -0.93
H -2.09 -0.68 -0.91
N 0.45 0.80 0.59
H -1.49 0.48 1.46
H 1.29 0.24 0.30
C 0.02 1.11 -0.86
H 0.50 1.69 0.97
H 0.50 -0.84 3.43
P 0.20 -1.49 2.25
```